1.
The following is a DFT calculation (ωB97M-V/def2-TZVPD) of a structure of composition C31H44B2Cl3N3NiO6S at a distorted geometry.

Each line ends with the Mulliken charge.
Positions of all 91 atoms, in Å:
1 Ni -1.4193 6.8019 -2.9971  0.734
2 Cl 0.2766 -3.9930 5.0111  -0.172
3 Cl 0.0565 -6.4527 2.6982  -0.106
4 Cl -4.6301 -4.5285 3.0453  -0.115
5 S 1.5170 -1.1741 0.3158  -0.147
6 O 3.5537 4.3901 -0.8702  -0.440
7 O 1.7055 2.2841 2.7060  -0.581
8 O -2.5831 2.4060 -3.5432  -0.635
9 O -0.1348 -2.1603 -2.8653  -0.717
10 O -2.0647 -0.8087 -3.6054  -0.382
11 O 2.8487 1.7952 -2.9073  -0.087
12 N -1.3865 -0.5683 -1.1879  0.685
13 N 3.9438 2.1733 3.4164  0.035
14 N -3.5840 2.4619 -1.2300  -0.508
15 C -0.4442 4.7370 -1.6480  -1.625
16 C -1.3144 -1.6383 -0.1770  -0.175
17 C 2.9138 2.0276 2.3828  0.392
18 C 3.3192 4.2468 -2.2950  0.138
19 C -1.0361 6.7106 0.0503  -0.500
20 C 3.2404 1.6102 0.8415  -1.621
21 C -1.4462 5.5129 -0.6509  -0.295
22 C 3.8677 2.8231 -2.8215  -0.669
23 C -0.4846 0.5647 -0.9053  -0.878
24 C -0.0482 -2.0914 0.6242  0.282
25 C -4.0285 -5.8811 0.5524  -0.525
26 C 4.8868 0.9985 3.3917  -0.770
27 C -2.6671 -3.6507 1.1333  0.219
28 C -0.0379 3.2607 -1.1481  0.528
29 C 1.8223 1.7350 0.0732  0.413
30 C -2.9381 -5.9680 -0.6269  -0.647
31 C -0.0896 -3.2780 1.6761  -0.626
32 C 1.3520 3.1469 -0.4026  -0.154
33 C 2.1428 -0.2894 -4.0176  -0.382
34 C 2.7767 1.1975 -4.2321  -0.504
35 C 2.3282 4.3752 -0.0974  -1.064
36 C -0.9606 1.9946 -1.3794  0.791
37 C -1.3943 -4.0966 1.9685  0.592
38 C -1.3514 -6.1996 5.4802  -1.034
39 C 0.9074 0.5034 -0.2115  0.836
40 C 3.2593 2.2834 4.7448  -0.788
41 C -4.0657 -4.4395 1.3041  -0.390
42 C -2.6347 -2.4477 0.1040  -0.602
43 C -1.3718 -5.2965 3.0160  -0.544
44 C -1.2797 -4.8499 4.5554  0.328
45 C -3.4405 -0.9918 -3.1588  -0.555
46 B -1.1418 -1.1972 -2.5411  1.010
47 B -2.3843 2.2792 -2.1170  0.805
48 H -1.7167 -7.1075 4.8881  0.288
49 H 1.8424 5.4111 -0.2149  0.130
50 H -2.3078 -5.9674 2.9278  0.254
51 H -0.2697 7.4190 -0.4498  0.173
52 H 2.0060 1.8013 -4.8382  0.193
53 H -2.5437 5.1972 -0.4696  0.158
54 H -3.1066 -6.8666 -1.3378  0.384
55 H -0.9678 4.7244 -2.6940  0.420
56 H 2.6120 1.3355 4.9110  0.294
57 H 5.6207 1.0906 2.5207  0.227
58 H -5.0746 -6.0389 0.0795  0.372
59 H -2.2285 -4.2516 4.8414  0.345
60 H 1.0065 -0.2025 -4.1516  0.028
61 H 2.2453 4.4813 -2.6289  -0.311
62 H 4.2275 0.0486 3.2737  0.277
63 H -3.6499 -2.0619 -2.7697  0.204
64 H 0.8880 -3.5409 2.2012  0.339
65 H -1.5013 6.9876 1.0713  0.295
66 H 3.8009 1.1186 -4.7319  0.460
67 H 5.3953 0.9068 4.4164  0.327
68 H 3.9835 5.0471 -2.8103  0.450
69 H -3.7290 -0.2882 -2.2811  0.172
70 H 4.6779 2.4257 -2.0915  0.163
71 H -3.4134 1.8869 -3.7183  0.319
72 H -3.5365 3.3853 -0.7790  0.168
73 H 0.4777 5.4254 -1.7957  0.842
74 H -3.6212 -2.2120 -0.4329  0.244
75 H 3.6374 0.5314 0.8259  0.654
76 H 2.6531 3.2483 4.8764  0.244
77 H -1.8693 -6.0516 -0.1858  0.184
78 H 2.4607 -0.7314 -3.0088  -0.009
79 H -3.0340 -5.0334 -1.2978  0.068
80 H -3.8992 -6.7606 1.2878  0.271
81 H 0.7275 -1.9658 -2.4352  0.246
82 H 4.0803 2.3236 5.5616  0.338
83 H -2.0373 -6.0403 6.4005  0.310
84 H 4.0447 2.2919 0.3829  0.450
85 H -4.8435 -3.8143 0.7339  0.431
86 H -0.3005 -6.3782 5.9177  0.339
87 H 2.6468 4.3111 1.0148  0.300
88 H -4.4454 2.3322 -1.7787  0.203
89 H -4.2166 -0.7957 -3.9803  0.304
90 H 4.3911 3.0023 -3.8333  0.534
91 H 2.5313 -0.9430 -4.8716  0.365

Values from the calculation:
**⟨S²⟩**: 2.046
**Spin multiplicity**: 3
**DFT total energy**: -140386.671 eV
**Net charge**: +2

2.
The following is a DFT calculation (ωB97M-V/def2-TZVPD) of a structure of composition C29H41F5MoP2S at a distorted geometry.

Each line ends with the Mulliken charge.
Positions of all 79 atoms, in Å:
1 Mo 1.6855 -0.5872 -0.9207  0.008
2 S 3.2385 1.0382 -0.0285  -0.301
3 P 1.2752 -0.3271 -3.8585  1.365
4 P -0.2626 1.3299 -5.8123  0.916
5 F 1.0927 3.1369 0.1365  -0.153
6 F 2.0230 4.6487 4.5374  -0.273
7 F 0.4748 4.7078 2.2695  -0.304
8 F 4.8073 1.3676 2.5760  -0.374
9 F 4.1950 3.0008 4.6657  -0.269
10 C 1.5698 3.9166 2.3244  0.024
11 C 1.3762 0.8578 -5.3178  -1.994
12 C -2.8357 1.2655 -4.3714  -1.316
13 C -1.4523 0.6173 -4.6399  0.137
14 C 3.7400 2.1949 2.4677  -0.089
15 C -0.5938 3.0818 -6.1780  -1.318
16 C -3.0737 2.4990 -2.1060  -0.413
17 C 1.7102 -1.5711 1.1764  -0.372
18 C -0.7026 0.5434 -7.4022  -1.474
19 C -0.2543 1.4071 -2.3806  1.473
20 C -0.0356 -1.9214 -0.3150  0.767
21 C -0.6829 2.8385 -2.7774  -0.532
22 C -1.9667 3.2704 -2.1528  -0.718
23 C 2.9427 2.1557 1.3045  0.557
24 C -3.2505 1.2299 -2.8806  0.314
25 C 2.3513 3.8872 3.4771  0.663
26 C -0.9454 -2.6074 -1.2737  -1.767
27 C 0.6899 -0.6105 1.4638  1.955
28 C 1.9133 -3.6785 -0.3561  -1.742
29 C 3.0889 -0.1951 -3.5347  -1.473
30 C 3.4570 3.0355 3.5464  0.293
31 C 1.2297 -2.4481 0.1351  0.728
32 C 1.8808 3.0797 1.2484  0.022
33 C -0.3123 -0.7314 0.4604  0.371
34 C 1.0305 -1.8737 -4.7650  -1.616
35 C -0.6344 0.3188 -3.3963  -0.573
36 C 0.6254 0.2708 2.6496  -1.456
37 C 2.9551 -1.7526 1.9716  -1.476
38 C -1.5865 0.0393 0.4938  -1.819
39 H -1.4126 1.1310 0.4692  0.396
40 H 1.5133 -3.9647 -1.3368  0.335
41 H -0.4625 -2.7779 -2.2460  0.161
42 H 3.6833 -2.3693 1.4331  0.369
43 H 0.8454 1.4481 -2.2114  0.885
44 H 2.7230 -2.2406 2.9307  0.308
45 H 0.1469 -0.2514 3.4911  0.385
46 H -0.4133 -0.5197 -7.4432  0.405
47 H 1.6292 0.5764 2.9755  0.365
48 H 1.8687 0.3145 -6.1316  0.802
49 H 3.5542 0.0866 -4.4801  0.639
50 H -1.0177 -0.5801 -2.8827  0.202
51 H -1.2669 -3.5941 -0.9022  0.442
52 H 0.2172 3.7483 -5.8443  0.460
53 H -1.7953 0.6227 -7.5437  0.437
54 H 3.4294 -0.7831 2.1975  0.215
55 H -0.6496 1.1241 -1.3938  -1.951
56 H -1.9392 4.2824 -1.7485  0.499
57 H -1.6778 -0.3600 -5.1079  1.064
58 H -2.9012 2.2804 -4.7881  0.130
59 H 1.2697 -1.7391 -5.8298  0.536
60 H 1.8096 -4.5498 0.3121  0.314
61 H -3.5892 0.6767 -4.9282  0.574
62 H -1.8619 -2.0289 -1.4494  0.452
63 H 0.0120 -2.2727 -4.6792  0.351
64 H -2.2696 -0.2321 -0.3194  0.483
65 H -0.6980 3.1942 -7.2721  0.443
66 H 1.9938 1.7290 -5.0768  0.616
67 H 3.3002 0.5503 -2.7578  0.637
68 H 2.9894 -3.4803 -0.4680  0.397
69 H -3.9012 2.7817 -1.4591  0.479
70 H 0.0284 1.1710 2.4382  0.375
71 H -0.7410 2.8689 -3.8723  -0.621
72 H 0.1094 3.5503 -2.4904  0.675
73 H -0.1999 1.0925 -8.2178  0.501
74 H 1.7372 -2.6056 -4.3542  0.438
75 H -1.5379 3.4305 -5.7305  0.408
76 H -4.3054 0.9294 -2.8418  0.617
77 H -2.1089 -0.1591 1.4417  0.349
78 H -2.7135 0.4295 -2.3574  -0.777
79 H 3.4289 -1.1835 -3.2040  0.435

Values from the calculation:
**⟨S²⟩**: 2.357
**Spin multiplicity**: 3
**DFT total energy**: -75575.198 eV
**Net charge**: +2
**Relative energy (zero: lowest compared OMol25 entry of this formula, charge and spin)**: 0.0 kcal per mole

3.
The following is a DFT calculation (ωB97M-V/def2-TZVPD) of the molecule C4H10O.

Each line ends with the Mulliken charge.
Positions of all 15 atoms, in Å:
1 O 0.1264 -1.3075 -0.8790  -0.542
2 C 0.5706 -0.3340 0.0572  0.402
3 C 0.7660 -0.9701 1.4293  -1.356
4 C -0.4767 0.7770 0.0998  -0.515
5 C -0.9977 1.1877 -1.2746  -1.162
6 H -1.6662 2.0517 -1.1911  0.362
7 H 1.0539 -0.2287 2.1831  0.324
8 H 0.8082 -1.9883 -0.9347  0.319
9 H -1.5501 0.3623 -1.7304  0.290
10 H -0.1801 1.4542 -1.9538  0.294
11 H 1.5252 0.1004 -0.2885  0.208
12 H 1.5426 -1.7444 1.4043  0.379
13 H -0.0320 1.6389 0.6139  0.324
14 H -0.1722 -1.4402 1.7447  0.355
15 H -1.3178 0.4410 0.7197  0.319

Values from the calculation:
**DFT total energy**: -6357.637 eV
**SMILES**: CC[C@@H](C)O
**Relative energy (zero: lowest compared OMol25 entry of this formula, charge and spin)**: 3.8 kcal per mole

4.
The following is a DFT calculation (ωB97M-V/def2-TZVPD) of a cluster of 3 separate species, C40H38FNO11S in total.

Each line ends with the Mulliken charge.
Positions of all 92 atoms, in Å:
1 S -0.0548 0.8060 2.1803  1.324
2 F -1.5969 0.9538 2.2541  -0.165
3 O 0.8319 -5.2313 -3.8749  -0.655
4 O -0.9904 -1.5625 4.9896  -0.446
5 O 1.8944 4.3573 -2.8772  -0.691
6 O -0.9216 -0.0088 6.5996  -0.516
7 O 0.4861 2.0614 2.5681  -0.668
8 O 0.4670 9.4894 -2.2726  -0.665
9 O 2.6834 0.0715 3.0382  -0.395
10 O 3.2075 -0.3308 -0.1771  -0.251
11 O -2.0527 -6.9922 0.2840  -0.669
12 O 0.3017 0.2207 4.7340  -0.483
13 O 0.2355 0.2296 0.9129  -0.540
14 N -1.6105 -1.8831 2.6736  -0.034
15 C -1.1217 -7.1671 -4.3897  -0.521
16 C 0.6383 5.9352 -1.6537  0.165
17 C 0.2771 7.2741 -1.4859  0.347
18 C -2.0989 -8.1290 -4.5789  -0.494
19 C 1.7222 -0.9343 3.1021  -1.890
20 C 1.7808 7.9219 -3.4459  0.166
21 C -1.3815 -6.6196 -0.6549  0.624
22 C 3.6304 7.2105 -5.3899  -0.482
23 C 0.4698 -5.1688 -1.5468  0.627
24 C -0.5687 -1.6627 3.6377  0.290
25 C 2.6377 0.2827 -1.3273  -0.027
26 C -5.0736 -0.7147 3.9391  -0.527
27 C -0.5974 -0.3980 5.5411  0.384
28 C -0.2938 -5.6165 -0.4681  0.476
29 C 1.6976 -0.7024 -2.0249  -0.523
30 C -0.5949 7.6334 -0.4657  -0.622
31 C -2.9913 -1.9504 3.2050  -0.994
32 C 0.1993 -5.6543 -2.9322  0.658
33 C -2.8311 -8.6043 -3.4961  -0.476
34 C -1.6141 -7.1451 -2.0293  0.147
35 C 2.3135 8.8924 -4.2845  -0.583
36 C -0.8717 -6.6752 -3.1153  0.149
37 C -1.1077 6.6638 0.3794  -0.565
38 C -3.6348 -0.5987 3.4409  -0.287
39 C 0.9794 -4.2142 1.0045  -0.244
40 C 3.6064 0.5803 0.8270  -0.433
41 C 0.1124 4.9667 -0.8101  -0.681
42 C 0.3431 -0.4172 3.4884  1.642
43 C 3.2353 8.5371 -5.2539  -0.465
44 C 1.4917 -4.2493 -1.3418  -1.044
45 C 0.8091 8.3321 -2.3907  0.602
46 C -0.0382 -5.1311 0.8079  -1.287
47 C -5.5509 0.6037 4.5629  -1.270
48 C 1.7492 -3.7743 -0.0682  -1.055
49 C -0.7572 5.3299 0.2030  -0.466
50 C -2.5919 -8.1120 -2.2249  -0.574
51 C 2.1677 6.5881 -3.5909  0.204
52 C 3.0958 6.2378 -4.5631  -0.542
53 C 3.7564 -0.1811 2.1346  -0.756
54 C 1.5927 5.5219 -2.7211  0.485
55 H -5.7352 -0.9548 3.1082  0.349
56 H -3.0507 -2.5722 4.1001  0.384
57 H -5.0979 1.4444 4.0368  0.305
58 H 1.1706 -3.8377 2.0020  0.732
59 H 3.8193 -1.2441 1.8926  0.318
60 H 1.5753 -1.4378 2.1416  0.586
61 H -0.6411 -5.4808 1.6359  0.542
62 H -1.7813 6.9457 1.1775  0.404
63 H -5.1244 -1.5130 4.6801  0.382
64 H -0.8631 8.6732 -0.3415  0.475
65 H 4.6780 0.0884 2.6486  0.470
66 H -3.5904 -9.3599 -3.6465  0.400
67 H -0.5454 -6.7920 -5.2237  0.479
68 H 2.0795 1.1695 -1.0226  -0.044
69 H 2.0761 -3.9094 -2.1854  0.512
70 H 2.5453 -3.0561 0.0869  0.729
71 H -3.5797 -2.4551 2.4373  0.495
72 H -1.1592 4.5685 0.8582  0.480
73 H 2.8631 1.3679 0.9616  0.251
74 H 2.0146 -1.6817 3.8516  0.442
75 H 4.5669 1.0373 0.5653  0.455
76 H 1.6615 -1.6296 -1.4587  -0.371
77 H -1.4100 -2.7601 2.2153  0.248
78 H -3.6338 -0.0731 2.4867  0.205
79 H 3.3911 5.2028 -4.6633  0.472
80 H 0.6855 -0.3063 -2.0497  0.281
81 H 2.0323 -0.9030 -3.0389  0.429
82 H 3.4332 0.5969 -2.0068  0.480
83 H 3.6504 9.2946 -5.9053  0.399
84 H -3.0584 0.0153 4.1356  0.339
85 H 0.1233 -2.5039 3.5580  -0.059
86 H 0.3929 3.9320 -0.9507  0.686
87 H 2.0016 9.9208 -4.1676  0.473
88 H -5.2322 0.6785 5.6015  0.311
89 H -3.1579 -8.4716 -1.3771  0.474
90 H -6.6317 0.7096 4.5194  0.386
91 H -2.2914 -8.5121 -5.5720  0.401
92 H 4.3564 6.9367 -6.1437  0.399

Values from the calculation:
**DFT total energy**: -79661.678 eV
**SMILES**: CCCCN[C@@H]1OC(=O)O[C@]1(COCCOCC)S(=O)(=O)F.O=C1c2ccccc2C(=O)c2ccccc21.O=C1c2ccccc2C(=O)c2ccccc21

5.
The following is a DFT calculation (ωB97M-V/def2-TZVPD) of the molecule C7H4O2S2 at a distorted geometry.

Each line ends with the Mulliken charge.
Positions of all 15 atoms, in Å:
1 S 0.5216 1.4966 -0.0909  -0.259
2 S -2.5414 -1.2266 0.0018  -0.178
3 O 3.6500 0.6428 0.0602  -0.481
4 O 3.2281 -1.5601 -0.0148  -0.547
5 C 1.2867 -0.1109 0.0017  0.087
6 C -0.9667 -0.6089 -0.0516  0.210
7 C -1.0303 0.7831 0.0183  0.285
8 C -3.3135 0.3076 0.0738  -0.269
9 C 0.3696 -1.1190 -0.0360  -0.583
10 C -2.4026 1.3186 0.0644  -0.482
11 C 2.7793 -0.4098 0.0437  0.763
12 H 3.2678 1.5079 0.4273  0.331
13 H -2.6167 2.4131 -0.0889  0.290
14 H -4.3836 0.3094 0.1291  0.418
15 H 0.6900 -2.1752 -0.0897  0.415

Values from the calculation:
**DFT total energy**: -33088.983 eV
**SMILES**: O=C(O)c1cc2sccc2s1
**Relative energy (zero: lowest compared OMol25 entry of this formula, charge and spin)**: 10.5 kcal per mole

6.
The following is a DFT calculation (ωB97M-V/def2-TZVPD) of a cluster of 2 separate species, C15H18O in total at a distorted geometry.

Each line ends with the Mulliken charge.
Positions of all 34 atoms, in Å:
1 O 3.9303 -1.8992 -0.5454  -0.548
2 C 1.4010 0.8908 1.2079  0.434
3 C -2.0637 -0.8236 -1.8578  -0.055
4 C -2.9104 -1.4345 0.7437  0.101
5 C 0.2747 1.7157 1.7498  -0.670
6 C -1.1369 -0.9911 -0.8420  0.106
7 C 0.5011 3.2169 1.9605  -1.370
8 C 1.8091 -0.2825 1.8780  -0.163
9 C -3.8307 -1.1150 -0.2257  -0.701
10 C 3.1653 -0.8916 0.0150  0.823
11 C 2.1173 1.2342 0.0788  -0.335
12 C 2.9616 0.3264 -0.5772  -0.912
13 C -1.5931 -0.6202 -3.2769  -1.231
14 C -1.5415 -1.5377 0.4057  -1.308
15 C 2.6525 -1.1934 1.2882  -0.854
16 C -3.4360 -0.9242 -1.5811  -0.334
17 H 0.3154 3.6695 1.0061  0.350
18 H -0.1992 1.1335 2.5299  0.469
19 H -0.2172 3.6413 2.6606  0.416
20 H -4.8830 -1.0281 -0.0013  0.332
21 H -4.1655 -0.9713 -2.3852  0.416
22 H -3.1961 -1.5082 1.7945  0.397
23 H -1.9889 0.2660 -3.7652  0.298
24 H -1.7393 -1.5303 -3.8739  0.293
25 H 1.9868 2.2205 -0.3372  0.263
26 H 4.1967 -1.6305 -1.4264  0.280
27 H 1.5205 3.4726 2.2589  0.350
28 H -0.0767 -0.8219 -0.9869  0.188
29 H -0.5163 1.6378 0.9853  0.074
30 H 3.5613 0.7077 -1.3821  0.403
31 H 1.2893 -0.4059 2.8214  0.280
32 H -0.8189 -1.9392 1.1063  0.473
33 H -0.4955 -0.6038 -3.2901  0.321
34 H 3.1262 -1.9809 1.8636  0.416

Values from the calculation:
**⟨S²⟩**: 0.756
**Spin multiplicity**: 2
**DFT total energy**: -17892.639 eV
**Net charge**: -1
**Relative energy (zero: lowest compared OMol25 entry of this formula, charge and spin)**: 14.4 kcal per mole